1.
Formula: C62H74Ge2IrN7S4
Source: the Open Molecules 2025 dataset
Level of theory: wB97M-V/def2-TZVPD

Last column: Mulliken spin population.
Geometry (Å):
Ir -0.65 2.82 -1.05  0.573
C -3.21 5.04 -1.58  0.023
C -2.93 5.39 -0.12  -0.001
N -1.95 4.45 0.45  0.031
C -1.08 5.02 1.47  0.010
C 0.12 4.13 1.76  -0.001
N 0.81 3.79 0.51  -0.007
C 2.06 3.05 0.74  0.013
C 2.72 2.59 -0.57  0.027
C 2.56 3.57 -1.74  -0.027
N 1.30 3.32 -2.44  0.166
C 0.97 4.29 -3.48  0.017
C 0.33 5.55 -2.89  0.006
N -0.77 5.19 -2.00  0.125
C -2.10 5.49 -2.53  -0.007
H -4.15 5.51 -1.89  0.000
H -3.34 3.96 -1.65  -0.005
H -3.86 5.35 0.46  -0.001
H -2.54 6.41 -0.05  0.000
H -2.43 3.64 0.84  -0.013
H -1.62 5.19 2.42  0.001
H -0.73 6.00 1.12  -0.001
H -0.20 3.20 2.23  0.000
H 0.79 4.66 2.45  -0.001
H 1.06 4.67 0.06  0.001
H 1.84 2.17 1.34  -0.006
H 2.76 3.67 1.31  -0.002
H 2.29 1.63 -0.87  0.002
H 3.77 2.42 -0.37  0.001
H 3.40 3.44 -2.44  0.002
H 2.59 4.60 -1.39  -0.001
H 1.38 2.40 -2.88  -0.013
H 0.24 3.83 -4.16  -0.006
H 1.86 4.57 -4.06  0.003
H -0.01 6.19 -3.71  0.000
H 1.09 6.11 -2.33  0.001
H -0.68 5.71 -1.14  -0.009
H -2.22 4.99 -3.49  -0.002
H -2.19 6.58 -2.70  0.004
C 4.45 2.70 3.67  0.000
C 3.20 1.91 3.89  0.000
C 2.00 2.53 4.20  0.000
C 0.83 1.81 4.40  0.001
C -0.44 2.50 4.80  0.000
C 0.86 0.42 4.27  0.000
C 2.07 -0.23 4.01  0.001
C 2.18 -1.73 4.04  -0.001
C 3.21 0.52 3.81  0.000
C -0.37 -0.36 4.54  0.000
C -0.73 -0.56 5.87  -0.001
C -1.86 -1.28 6.19  0.000
C -2.63 -1.83 5.18  0.000
C -2.28 -1.66 3.85  0.005
C -1.15 -0.90 3.53  -0.005
Ge -0.70 -0.56 1.59  0.042
S -1.58 1.36 0.94  -0.078
S -1.36 -2.08 -0.01  -0.001
Ge 0.61 -1.46 -1.05  -0.027
S 0.31 0.31 -2.32  0.137
S 1.50 -0.65 0.92  0.008
C 1.52 -2.98 -2.03  0.005
C 2.88 -3.19 -1.89  0.000
C 3.48 -4.23 -2.60  0.000
C 2.73 -5.03 -3.44  0.000
C 1.38 -4.79 -3.59  0.000
C 0.76 -3.76 -2.89  -0.003
C -0.67 -3.47 -3.12  0.001
C -1.03 -2.53 -4.08  -0.003
C -0.01 -1.88 -4.97  0.007
C -2.38 -2.23 -4.24  -0.001
C -3.36 -2.86 -3.49  0.001
C -4.80 -2.50 -3.67  0.000
C -2.98 -3.84 -2.58  -0.001
C -1.64 -4.16 -2.39  0.001
C -1.24 -5.24 -1.43  0.000
C 3.73 -2.30 -1.07  0.001
C 4.24 -1.12 -1.62  0.001
C 3.88 -0.73 -3.03  0.001
C 5.09 -0.34 -0.86  -0.001
C 5.46 -0.71 0.42  0.000
C 6.44 0.10 1.21  0.000
C 4.95 -1.89 0.96  -0.001
C 4.08 -2.69 0.23  0.000
C 3.55 -3.97 0.79  -0.001
C -3.10 -2.33 2.82  0.000
C -2.82 -3.65 2.47  0.001
C -1.66 -4.41 3.05  0.000
C -3.66 -4.31 1.58  -0.001
C -4.76 -3.68 1.03  0.000
C -5.70 -4.40 0.11  0.000
C -5.03 -2.36 1.39  0.000
C -4.22 -1.68 2.29  -0.001
C -4.57 -0.29 2.71  0.000
H 4.27 3.76 3.77  0.000
H 4.86 2.49 2.69  0.000
H 5.21 2.41 4.41  0.000
H 1.98 3.61 4.33  0.000
H -0.34 3.58 4.70  0.000
H -0.66 2.28 5.84  0.000
H -1.28 2.16 4.20  0.000
H 1.21 -2.20 4.06  0.000
H 2.73 -2.03 4.93  0.000
H 2.74 -2.08 3.17  0.000
H 4.14 0.01 3.59  0.000
H -0.10 -0.14 6.64  0.000
H -2.14 -1.41 7.23  0.000
H -3.51 -2.41 5.42  0.000
H 4.54 -4.39 -2.50  0.000
H 3.20 -5.82 -3.99  0.000
H 0.79 -5.39 -4.27  0.000
H 0.95 -1.75 -4.47  -0.003
H -0.36 -0.90 -5.30  0.000
H 0.15 -2.49 -5.86  0.000
H -2.67 -1.50 -4.98  0.000
H -4.91 -1.73 -4.42  0.000
H -5.21 -2.14 -2.73  0.000
H -5.38 -3.38 -3.97  0.000
H -3.73 -4.36 -2.01  0.000
H -2.11 -5.62 -0.89  0.000
H -0.52 -4.87 -0.71  0.000
H -0.78 -6.07 -1.97  0.000
H 3.78 -1.62 -3.66  0.000
H 4.65 -0.09 -3.45  0.000
H 2.93 -0.20 -3.05  0.000
H 5.51 0.56 -1.29  0.000
H 6.57 1.09 0.77  0.000
H 7.42 -0.39 1.21  0.000
H 6.13 0.21 2.24  0.000
H 5.25 -2.20 1.95  0.000
H 3.87 -4.11 1.82  0.000
H 3.91 -4.81 0.20  0.000
H 2.46 -3.98 0.75  0.000
H -1.08 -3.79 3.74  0.000
H -1.00 -4.76 2.26  0.000
H -2.02 -5.28 3.59  0.000
H -3.44 -5.34 1.32  0.000
H -5.29 -5.37 -0.18  0.000
H -5.89 -3.81 -0.78  0.000
H -6.65 -4.57 0.61  0.000
H -5.89 -1.87 0.97  0.000
H -5.45 0.06 2.18  0.000
H -3.75 0.40 2.49  0.001
H -4.76 -0.25 3.78  0.000
N -2.03 2.21 -2.47  -0.003
C -2.20 1.99 -3.60  0.007
C -2.37 1.78 -4.94  0.006
C -3.40 0.97 -5.42  0.001
N -4.24 0.28 -5.80  0.000
C -1.44 2.38 -5.78  0.001
N -0.65 2.92 -6.42  0.000

* HOMO energy (spin up / spin down): -0.373 / -0.373 Ha
* net charge: +1
* spin multiplicity: 2
* energy: -8641.082053 a.u.
* energy above the lowest of the compared OMol25 structures with the same formula, charge and spin: 157.7 kJ/mol
* Kohn-Sham gap (spin up / spin down): 4.56 / 4.76 eV

2.
Formula: C62H74N10O6
Source: the Open Molecules 2025 dataset
Level of theory: wB97M-V/def2-TZVPD

Last column: Löwdin charge in e.
Geometry (Å):
O 19.24 9.94 12.01  0.089
C 19.30 10.17 10.84  -0.552
O 18.67 11.21 10.27  0.016
C 18.16 12.24 11.03  -0.269
C 18.61 13.62 10.60  -0.054
C 20.11 9.38 9.93  0.018
H 18.56 12.17 12.04  0.105
H 17.06 12.22 11.02  0.109
H 18.15 14.32 11.28  0.059
H 18.30 13.80 9.57  0.078
H 19.74 13.69 10.72  0.108
H 21.05 9.91 9.83  0.094
H 19.69 9.38 8.94  0.082
H 20.42 8.35 10.26  0.116
O 19.39 13.62 15.16  0.082
C 20.24 13.11 15.84  -0.522
O 20.88 13.73 16.86  -0.031
C 20.52 15.03 17.29  -0.216
C 20.06 14.93 18.71  -0.073
C 20.83 11.74 15.63  0.027
H 19.73 15.41 16.54  0.136
H 21.46 15.58 17.24  0.122
H 19.06 14.47 18.72  0.066
H 20.07 15.95 19.12  0.083
H 20.77 14.39 19.36  0.089
H 20.14 11.18 15.02  0.087
H 21.13 11.29 16.56  0.079
H 21.77 11.94 15.11  0.098
O 13.22 14.39 19.44  0.089
C 13.08 13.21 19.61  -0.561
O 12.83 12.66 20.79  0.001
C 12.69 13.45 21.97  -0.203
C 14.06 13.91 22.42  -0.062
C 13.20 12.21 18.51  0.015
H 12.14 12.90 22.68  0.104
H 12.11 14.35 21.73  0.121
H 14.61 14.29 21.53  0.068
H 14.57 13.06 22.86  0.076
H 13.99 14.70 23.17  0.081
H 13.23 12.73 17.56  0.066
H 12.41 11.48 18.40  0.075
H 14.09 11.53 18.59  0.098
N 15.92 17.17 22.11  0.059
C 16.86 16.87 22.99  -0.130
C 18.01 16.12 22.63  -0.045
C 18.14 15.72 21.31  -0.117
C 17.18 16.05 20.41  -0.077
C 16.07 16.79 20.83  -0.139
H 16.68 17.15 24.00  0.089
H 18.73 15.68 23.26  0.085
H 19.07 15.18 21.20  0.090
H 17.21 15.71 19.38  0.090
H 15.23 16.99 20.18  0.081
N 16.18 21.20 18.72  0.054
C 16.99 20.19 19.01  -0.172
C 17.95 19.77 18.14  -0.103
C 17.99 20.30 16.88  -0.087
C 17.11 21.33 16.55  -0.062
C 16.17 21.69 17.49  -0.154
H 17.05 19.73 20.01  0.107
H 18.63 18.91 18.37  0.114
H 18.84 20.08 16.28  0.101
H 17.14 21.80 15.57  0.099
H 15.48 22.53 17.33  0.112
N 11.44 14.21 15.51  0.071
C 10.73 13.63 14.56  -0.205
C 10.15 14.30 13.52  -0.086
C 10.26 15.67 13.48  -0.097
C 11.04 16.29 14.40  -0.100
C 11.62 15.53 15.43  -0.123
H 10.46 12.56 14.72  0.117
H 9.44 13.70 12.90  0.122
H 9.64 16.24 12.78  0.121
H 11.15 17.37 14.45  0.102
H 12.17 16.06 16.22  0.096
N 16.00 21.67 12.51  0.051
C 16.24 20.45 13.02  -0.132
C 15.25 19.65 13.67  -0.070
C 14.05 20.22 13.89  -0.097
C 13.81 21.52 13.46  -0.067
C 14.80 22.20 12.73  -0.160
H 17.17 19.98 12.83  0.086
H 15.51 18.65 13.98  0.056
H 13.31 19.71 14.55  0.108
H 12.93 22.14 13.65  0.099
H 14.60 23.17 12.29  0.096
N 18.77 17.48 10.25  0.056
C 19.97 17.55 10.80  -0.144
C 20.15 17.49 12.22  -0.049
C 19.04 17.21 13.02  -0.081
C 17.78 17.19 12.41  -0.101
C 17.71 17.25 11.06  -0.163
H 20.80 17.70 10.10  0.101
H 21.12 17.52 12.70  0.091
H 19.24 17.19 14.05  0.072
H 16.89 17.21 13.04  0.076
H 16.80 17.26 10.51  0.079
N 16.76 12.43 18.92  0.089
C 17.43 11.76 17.95  -0.153
C 18.54 11.05 18.19  -0.069
C 19.15 11.08 19.47  -0.060
C 18.58 11.86 20.41  -0.066
C 17.40 12.56 20.07  -0.142
H 16.86 11.63 17.06  0.099
H 19.00 10.54 17.38  0.093
H 20.06 10.53 19.48  0.107
H 19.08 12.06 21.34  0.107
H 16.75 13.04 20.79  0.095
N 15.32 9.06 13.27  0.053
C 16.39 9.79 13.33  -0.168
C 16.43 11.13 13.65  -0.045
C 15.20 11.64 14.12  -0.060
C 14.05 10.81 14.21  -0.068
C 14.15 9.53 13.69  -0.155
H 17.22 9.24 12.91  0.090
H 17.24 11.75 13.59  0.057
H 15.28 12.65 14.43  0.081
H 13.13 11.19 14.65  0.091
H 13.22 8.94 13.63  0.109
N 12.13 19.71 17.65  0.055
C 12.78 19.36 18.79  -0.159
C 12.54 18.23 19.54  -0.088
C 11.52 17.38 19.14  -0.085
C 10.68 17.81 18.12  -0.074
C 11.09 18.93 17.34  -0.162
H 13.61 20.07 19.16  0.118
H 13.29 17.86 20.23  0.089
H 11.35 16.50 19.73  0.092
H 9.73 17.29 17.82  0.119
H 10.64 19.33 16.46  0.086
N 14.19 16.01 11.13  0.062
C 14.86 15.36 10.22  -0.159
C 14.95 13.94 10.21  -0.046
C 14.21 13.24 11.18  -0.075
C 13.50 14.00 12.07  -0.085
C 13.54 15.38 12.10  -0.120
H 15.38 15.90 9.47  0.085
H 15.35 13.45 9.33  0.101
H 14.14 12.17 11.24  0.103
H 12.87 13.56 12.83  0.083
H 12.98 15.92 12.84  0.078
N 16.80 16.99 15.40  0.072
C 15.74 17.22 16.24  -0.139
C 15.14 16.26 17.04  -0.070
C 15.58 14.93 17.03  -0.065
C 16.67 14.69 16.24  -0.074
C 17.22 15.67 15.38  -0.114
H 15.49 18.27 16.40  0.100
H 14.29 16.50 17.71  0.098
H 15.24 14.19 17.69  0.061
H 17.18 13.77 16.31  0.053
H 17.92 15.41 14.62  0.064

* HOMO energy: -0.334 Ha
* energy: -3405.804040 a.u.
* Kohn-Sham gap: 9.49 eV